Record 1
ORCA calculation (ωB97M-V with the def2-TZVPD basis set) on a molecular structure, C33H42Cl3N2O9S6SiSn.

Geometry (Å):
Sn -1.0579 0.5793 0.0860
O -0.1932 -0.8058 3.5778
C 0.2834 -0.0142 2.7823
O 0.4651 -0.2750 1.5043
C 0.8157 1.3137 3.2445
C 1.4521 1.3737 4.4510
C 2.0912 2.5515 4.8567
C 2.1441 3.6460 4.0217
C 1.5157 3.5966 2.7971
C 0.6988 2.4786 2.3870
O -0.0622 2.4988 1.3887
N 1.7318 4.7373 1.9063
O 2.1088 5.7929 2.3981
O 1.5812 4.5734 0.7088
N 2.7624 2.6014 6.1466
O 2.7113 1.6086 6.8574
O 3.3505 3.6243 6.4637
H 1.4759 0.4989 5.0872
H 2.6996 4.5249 4.3093
Cl -0.0141 2.4310 -6.9570
C -0.0284 1.6411 -5.3985
C 0.3034 2.3559 -4.2625
C 0.2891 1.7213 -3.0353
Cl 0.6678 2.6622 -1.6259
C -0.0402 0.3582 -2.8672
O -0.0227 -0.2840 -1.7212
C -0.3634 -0.3069 -4.0675
Cl -0.7793 -2.0018 -3.9830
C -0.3693 0.3065 -5.3086
H 0.5670 3.4037 -4.3239
H -0.6389 -0.2572 -6.1915
O -2.2757 -1.5996 0.2530
S -2.8654 -2.5047 -0.8082
C -3.7568 -3.7669 0.1571
C -3.1523 -5.1246 -0.1897
C -1.6508 -4.8664 -0.2968
C -1.5382 -3.6760 -1.2385
H -4.8227 -3.6774 -0.0465
H -3.5554 -3.4803 1.1901
H -3.5345 -5.4710 -1.1542
H -3.4039 -5.8796 0.5562
H -1.1023 -5.7340 -0.6664
H -1.2487 -4.6025 0.6847
H -1.6931 -3.9611 -2.2814
H -0.6229 -3.0901 -1.1645
C -2.7893 4.4396 -1.8086
S -2.7132 3.7567 -0.1390
C -4.1257 2.7208 -0.1551
C -4.2770 1.6092 -0.9142
S -3.1849 0.9132 -2.0547
S -5.8137 0.8019 -0.6589
C -6.5050 1.8507 0.5212
S -8.0007 1.6263 1.1945
S -5.4542 3.1484 0.9045
H -1.9044 5.0708 -1.9114
H -3.6877 5.0416 -1.9372
H -2.7572 3.6277 -2.5360
C 4.0001 1.1173 -1.4077
C 3.9276 0.3671 -0.0705
C 3.2172 1.2810 0.9415
C 5.3613 0.0608 0.4179
Si 3.0883 -1.2909 -0.2204
C 2.9680 -2.4217 1.2808
C 4.1560 -3.4025 1.1658
C 3.1319 -1.6756 2.6139
C 1.6257 -3.1860 1.3122
C 3.2255 -2.1717 -1.8873
C 4.7436 -2.4038 -2.0679
C 2.7001 -1.3648 -3.0818
C 2.4810 -3.5138 -1.9244
H 4.4437 2.0998 -1.2143
H 3.0134 1.2889 -1.8398
H 4.6291 0.6078 -2.1401
H 3.7386 2.2454 0.9506
H 3.2261 0.8799 1.9538
H 2.1808 1.4720 0.6652
H 5.8849 1.0192 0.4970
H 5.9254 -0.5712 -0.2750
H 5.3820 -0.4071 1.4026
H 5.1226 -2.8855 1.1501
H 4.1062 -4.0531 0.2954
H 4.1395 -4.0367 2.0580
H 4.0913 -1.1631 2.6944
H 3.0864 -2.4178 3.4187
H 2.3344 -0.9652 2.7762
H 1.5250 -3.8908 0.4848
H 0.7746 -2.5023 1.3220
H 1.5860 -3.7560 2.2487
H 5.2980 -1.4666 -2.1547
H 4.8799 -2.9560 -3.0045
H 5.1939 -2.9948 -1.2644
H 3.2471 -0.4400 -3.2489
H 1.6513 -1.1317 -2.9542
H 2.8052 -1.9835 -3.9810
H 2.8117 -4.2237 -1.1699
H 2.6580 -3.9673 -2.9065
H 1.4031 -3.3707 -1.8238

Results
* HOMO energy: -4.40 eV
* E: -6342.7951 a.u.
* relative energy (zero: lowest compared OMol25 entry of this formula, charge and spin): 3.024 eV
* charge: -1
* M: 1056.26 g mol⁻¹

***

Record 2
ORCA calculation (ωB97M-V with the def2-TZVPD basis set) on 2 unconnected molecules or ions with the total composition C16H17NO in a non-equilibrium geometry.

Geometry (Å):
C -2.3897 -2.4701 3.8640
C -0.9740 -2.2256 3.4804
C 0.0915 -3.0712 3.7086
N 1.2302 -2.4739 3.2169
C 0.8980 -1.3176 2.5331
C 1.6688 -0.3731 1.8678
C 1.0818 0.8112 1.4514
C -0.3178 0.8983 1.4761
C -1.1153 -0.0761 2.0390
C -0.5241 -1.1996 2.6201
H -2.7387 -3.4898 3.7486
H -3.0541 -1.8873 3.2209
H -2.7147 -2.1012 4.8381
H 0.2062 -4.0615 4.1171
H 2.1608 -2.8434 3.2075
H 2.7440 -0.5389 1.7871
H 1.8110 1.5407 1.1298
H -0.8412 1.5878 0.8354
H -2.1829 0.0113 1.9308
C -0.1154 3.8878 -3.1598
C 0.2146 2.4213 -3.3359
C -0.7633 1.5637 -3.8504
C -0.5755 0.1922 -3.8695
C 0.5619 -0.3458 -3.2812
O 0.7974 -1.6829 -3.3576
C 1.5581 0.5095 -2.7441
C 1.3872 1.8840 -2.8302
H -0.9608 3.9588 -2.4741
H -0.3920 4.3362 -4.1160
H 0.6937 4.4646 -2.6982
H -1.7055 2.0653 -4.0660
H -1.2921 -0.4548 -4.3560
H 1.2351 -2.0377 -2.5987
H 2.2610 0.0151 -2.0925
H 2.0559 2.5026 -2.2426

Results
* SMILES: Cc1c[nH]c2ccccc12.Cc1ccc(O)cc1
* HOMO energy: -7.79 eV
* E: -749.8616 a.u.
* relative energy (zero: lowest compared OMol25 entry of this formula, charge and spin): 1.054 eV
* charge: 0
* M: 239.32 g mol⁻¹

***

Record 3
ORCA calculation (ωB97M-V with the def2-TZVPD basis set) on a molecular structure, C13H16N3O5PdSSeSi.

Geometry (Å):
Pd 0.1122 -0.4539 0.7378
O -1.5036 5.2852 0.8677
C -0.1980 5.1764 0.6727
O 0.4978 6.1645 0.5186
C 0.3697 3.8128 0.6505
C 1.7151 3.4922 0.4693
N 1.8775 2.1694 0.5104
N 0.6824 1.6118 0.7216
C -0.2448 2.5574 0.8058
C -1.6530 2.1033 1.0631
O -2.5410 2.9886 1.1504
O -1.8230 0.8671 1.1878
H -1.9571 4.3686 0.9899
H 2.5503 4.1579 0.3194
H 2.9911 1.4010 0.6169
O 3.7940 0.6604 0.6919
N 3.6328 -0.2613 -0.3290
C 4.5166 -0.1315 -1.3893
C 4.7570 -1.1619 -2.2474
C 4.1348 -2.4098 -2.0579
C 3.2753 -2.5376 -0.9319
C 3.0434 -1.5059 -0.0688
S 1.9617 -1.6757 1.3184
H 4.9631 0.8471 -1.4751
H 5.4317 -0.9898 -3.0782
H 4.2987 -3.2375 -2.7336
H 2.7414 -3.4599 -0.7449
C -4.3786 -0.7593 -0.3964
Si -2.9665 -1.9614 -0.1086
C -2.6761 -2.1122 1.7420
C -3.5356 -3.6637 -0.7112
Se -1.1041 -1.3896 -1.2415
H -5.3030 -1.0851 0.0925
H -4.5705 -0.6391 -1.4656
H -4.0845 0.2103 0.0133
H -3.5910 -2.4301 2.2556
H -2.3850 -1.1357 2.1288
H -1.8895 -2.8385 1.9567
H -4.4447 -3.9794 -0.1863
H -2.7534 -4.4048 -0.5307
H -3.7435 -3.6505 -1.7847

Results
* spin multiplicity: 4
* HOMO energy (alpha / beta): 0.21 / -2.24 eV
* E: -4262.5466 a.u.
* relative energy (zero: lowest compared OMol25 entry of this formula, charge and spin): 0.000 eV
* charge: -2
* M: 539.82 g mol⁻¹

***

Record 4
ORCA calculation (ωB97M-V with the def2-TZVPD basis set) on C3H8N2OS in the gas phase in a non-equilibrium geometry.

Geometry (Å):
C -1.6869 0.6114 -0.6164
C -0.3712 0.7505 0.1246
C 1.8204 -1.4659 1.6014
N -1.7438 1.4740 -2.9900
N -1.1968 0.8974 -2.0989
O 1.0597 -1.5879 0.4761
S 0.8903 -0.3154 -0.5150
H -2.0469 -0.4823 -0.5752
H -2.3229 1.4663 -0.3656
H 0.0285 1.7995 0.0327
H -0.4360 0.6748 1.3580
H 2.6766 -0.7621 1.3029
H 2.2208 -2.5000 1.9235
H 1.2433 -1.0847 2.4482
H -0.1353 0.5245 -2.1064

Results
* HOMO energy: -7.76 eV
* E: -701.8757 a.u.
* relative energy (zero: lowest compared OMol25 entry of this formula, charge and spin): 5.490 eV
* charge: 0
* M: 120.18 g mol⁻¹

***

The lowest relative energy (zero: lowest compared OMol25 entry of this formula, charge and spin) belongs to which entry?
C13H16N3O5PdSSeSi